Record 1
Below is 2 unconnected molecules or ions with the total composition C4H8O3, with properties calculated with ωB97M-V/def2-TZVPD.

Computed properties:
Charge: 0
E_HOMO (eV): -9.61
Energy (eV): -10416.976
Energy relative to the best compared isomer or geometry (same formula, charge and spin) (kcal/mol): 92.9
HOMO-LUMO gap (eV): 10.421
Strongest force on any atom (eV Å⁻¹): 2.6

Each line ends with the natural charge from an NBO analysis.
CARTESIAN COORDINATES (ANGSTROEM)
C -2.3363 -0.1672 0.0998  -0.255
O -1.0147 0.4174 0.3042  -0.572
C -0.3066 1.1294 -1.3624  0.478
O -1.1316 0.9460 -2.1411  -0.572
C 0.3434 -0.2435 0.6337  -0.071
C 1.7617 0.0748 -0.0509  -0.085
O 2.7078 -0.5844 0.8004  -0.738
H -2.3671 -1.0139 -0.5977  0.186
H -2.7929 -0.4528 1.0537  0.190
H -2.9958 0.6068 -0.3427  0.210
H 0.4760 0.0937 1.6548  0.203
H 0.2153 -1.3207 0.5610  0.191
H 1.8568 -0.3267 -1.0698  0.173
H 1.9820 1.1464 -0.0869  0.185
H 3.6023 -0.3053 0.5438  0.479

Record 2
Below is a molecular structure, C47H46N4O6P2PbS2Te, with properties calculated with ωB97M-V/def2-TZVPD.

Computed properties:
Charge: +2
E_HOMO (eV): -12.84
Energy (eV): -120509.201
Energy relative to the best compared isomer or geometry (same formula, charge and spin) (kcal/mol): 0.0
HOMO-LUMO gap (eV): 7.890
Strongest force on any atom (eV Å⁻¹): 0.5

Each line ends with the natural charge from an NBO analysis.
CARTESIAN COORDINATES (ANGSTROEM)
Pb -0.3796 -0.3055 -0.6333  1.349
O 3.4410 0.2212 -2.2599  -0.878
S 2.6080 0.8095 -1.2769  2.569
O 3.3848 2.0235 -0.5442  -0.956
O 2.1680 -0.0573 -0.1690  -1.052
O 1.4118 1.5467 -1.7814  -1.061
N -1.9971 -0.0235 2.5290  -1.258
P -0.2878 -0.1393 2.3009  1.036
C 0.1321 -1.7894 2.8863  -0.444
C 1.0285 -2.5282 2.1186  -0.203
C 1.4212 -3.7951 2.5343  -0.204
C 0.9144 -4.3163 3.7141  -0.169
C 0.0244 -3.5757 4.4875  -0.212
C -0.3619 -2.3124 4.0808  -0.109
C 0.4010 1.0206 3.4949  -0.384
C 1.7613 1.3040 3.3582  -0.223
C 2.3920 2.1365 4.2684  -0.198
C 1.6651 2.6956 5.3135  -0.200
C 0.3153 2.4069 5.4559  -0.134
C -0.3204 1.5654 4.5524  -0.217
P -2.8162 -0.8193 1.2169  1.019
C -4.3816 0.0808 1.1299  -0.292
C -5.0359 0.1097 -0.0995  -0.213
C -6.2680 0.7348 -0.2212  -0.220
C -6.8414 1.3540 0.8817  -0.187
C -6.1900 1.3349 2.1070  -0.182
C -4.9667 0.6937 2.2356  -0.229
C -3.2376 -2.4442 1.8884  -0.426
C -3.2597 -3.5160 1.0023  -0.136
C -3.5934 -4.7880 1.4475  -0.232
C -3.9050 -4.9885 2.7833  -0.163
C -3.8967 -3.9173 3.6710  -0.203
C -3.5679 -2.6487 3.2267  -0.180
H -2.2859 0.9477 2.6153  0.424
H 1.4536 -2.1075 1.2116  0.230
H 2.1249 -4.3651 1.9425  0.231
H 1.2206 -5.2998 4.0440  0.233
H -0.3602 -3.9873 5.4107  0.232
H -1.0542 -1.7347 4.6815  0.215
H 2.3375 0.8293 2.5660  0.232
H 3.4513 2.3370 4.1743  0.227
H 2.1554 3.3451 6.0257  0.234
H -0.2424 2.8254 6.2824  0.225
H -1.3691 1.3313 4.6857  0.221
H -4.5867 -0.3761 -0.9589  0.214
H -6.7890 0.7289 -1.1700  0.222
H -7.8030 1.8407 0.7904  0.232
H -6.6432 1.8061 2.9684  0.232
H -4.4848 0.6585 3.2051  0.219
H -3.0170 -3.3605 -0.0432  0.206
H -3.6065 -5.6192 0.7540  0.225
H -4.1586 -5.9791 3.1361  0.231
H -4.1479 -4.0761 4.7111  0.229
H -3.5579 -1.8171 3.9206  0.220
C 2.0649 4.6204 -1.2388  -0.710
Te 1.9471 3.1485 0.2479  1.796
C 3.4430 4.2889 1.2030  -0.737
C 4.1252 5.0572 0.0962  -0.079
C 5.3971 5.5931 0.2490  -0.178
C 5.9845 6.2826 -0.7997  -0.182
C 5.3062 6.4386 -2.0011  -0.186
C 4.0370 5.9044 -2.1582  -0.202
C 3.4453 5.2144 -1.1082  0.007
H 1.2549 5.3251 -1.0305  0.256
H 1.8709 4.1186 -2.1857  0.270
H 4.1000 3.6039 1.7387  0.265
H 2.9472 4.9347 1.9337  0.256
H 5.9298 5.4672 1.1826  0.224
H 6.9798 6.6886 -0.6842  0.234
H 5.7719 6.9685 -2.8201  0.233
H 3.5120 6.0206 -3.0976  0.218
S -1.2416 -6.7630 -3.4996  0.365
C -0.8672 -5.2398 -2.7118  -0.115
C -0.6801 -4.1156 -3.5189  -0.268
C -0.4169 -2.9027 -2.9209  0.061
N -0.3181 -2.7442 -1.5959  -0.578
C -0.4503 -3.8326 -0.8297  0.043
C -0.7271 -5.0857 -1.3345  -0.233
C -1.8436 -7.7092 -2.1225  -0.163
C -1.0161 -8.5998 -1.4580  -0.257
C -1.5369 -9.2901 -0.3693  0.048
N -2.7835 -9.1440 0.0662  -0.385
C -3.5741 -8.3081 -0.6025  0.035
C -3.1583 -7.5689 -1.6995  -0.264
H -0.7528 -4.1837 -4.5953  0.244
H -0.2823 -2.0142 -3.5283  0.204
H -0.3391 -3.6932 0.2391  0.215
H -0.8349 -5.9218 -0.6578  0.239
H 0.0070 -8.7523 -1.7723  0.241
H -0.9161 -9.9904 0.1765  0.210
H -4.5948 -8.2258 -0.2463  0.206
H -3.8419 -6.9079 -2.2146  0.234
O -0.7943 3.1699 -0.4765  -0.722
C -1.7095 2.7130 -1.1641  0.793
O -2.1643 1.5291 -1.1605  -0.816
C -2.3223 3.6499 -2.2154  -0.159
N -3.5735 2.9754 -2.7442  -0.527
C -3.4698 2.8900 -4.2412  -0.219
C -1.9716 2.8064 -4.4661  -0.422
C -1.4145 3.8039 -3.4474  -0.412
H -2.5864 4.5957 -1.7503  0.247
H -4.4310 3.4204 -2.4238  0.438
H -3.5050 2.0345 -2.2998  0.471
H -3.8840 3.8094 -4.6528  0.224
H -4.0532 2.0429 -4.5931  0.236
H -1.7107 3.0644 -5.4896  0.256
H -1.6061 1.7983 -4.2661  0.223
H -1.4700 4.8195 -3.8374  0.232
H -0.3806 3.5955 -3.1800  0.250

Record 3
Below is C8H8O2 in the gas phase, with properties calculated with ωB97M-V/def2-TZVPD.

Computed properties:
Multiplicity: 3
Charge: 0
E_HOMO (spin up / spin down) (eV): -4.88 / -9.11
Energy (eV): -12513.940
Energy relative to the best compared isomer or geometry (same formula, charge and spin) (kcal/mol): 0.0
HOMO-LUMO gap (spin up / spin down) (eV): 5.489 / 6.575
Strongest force on any atom (eV Å⁻¹): 7.0

Each line ends with the natural charge from an NBO analysis.
CARTESIAN COORDINATES (ANGSTROEM)
C -2.5346 -0.0805 -0.0275  -0.242
C -1.9828 -1.3059 -0.0111  -0.151
C -1.7592 1.1192 -0.1098  -0.198
C -0.5222 -1.4645 0.0781  -0.244
C -0.3941 0.9991 -0.1520  0.034
C 0.1517 -0.3447 -0.0900  -0.082
C 0.9147 1.7144 -0.1207  -0.463
C 1.6130 -0.0086 -0.0182  0.541
O 2.3359 -0.5355 -1.0670  -0.701
O 2.2227 -0.2375 1.1962  -0.707
H -3.6716 -0.0533 -0.0509  0.223
H -2.4985 -2.2454 0.2058  0.203
H -2.2137 2.1070 0.1621  0.203
H 0.0236 -2.3811 0.1114  0.207
H 1.2281 2.0528 -1.0656  0.213
H 1.3295 2.2719 0.7032  0.219
H 3.2481 -0.3765 -0.8652  0.475
H 2.5093 -1.2309 1.1212  0.470

Record 4
Below is a molecular structure, C33H52As3BN11O7Sn, with properties calculated with ωB97M-V/def2-TZVPD.

Computed properties:
Multiplicity: 2
Charge: 0
E_HOMO (spin up / spin down) (eV): -8.40 / -8.40
Energy (eV): -254812.926
Energy relative to the best compared isomer or geometry (same formula, charge and spin) (kcal/mol): 8.6
HOMO-LUMO gap (spin up / spin down) (eV): 8.830 / 6.620
Strongest force on any atom (eV Å⁻¹): 1.0

Each line ends with the Löwdin spin population.
CARTESIAN COORDINATES (ANGSTROEM)
Sn -0.0079 -0.4474 0.7266  0.003
C 1.0545 -3.3305 2.8138  0.000
C -0.0448 -2.5029 3.3911  0.000
C -0.5562 -2.5060 4.6950  0.000
C -1.5519 -1.5528 4.6918  0.000
N -1.6259 -1.0143 3.4613  0.000
N -0.7023 -1.6013 2.6671  0.000
B -2.6559 0.0525 2.9992  0.000
N -3.2557 -0.2707 1.6136  0.000
C -4.5332 -0.0894 1.2397  0.000
C -4.6565 -0.4684 -0.0771  0.000
C -3.3740 -0.8786 -0.4594  0.000
C -2.9720 -1.4448 -1.7806  0.000
N -2.5282 -0.7258 0.5618  0.001
N -1.9481 1.4179 2.8658  0.000
C -2.3823 2.6610 3.1327  0.000
C -1.4284 3.5550 2.6904  0.000
C -0.4211 2.7564 2.1269  0.000
C 0.8670 3.1495 1.4808  0.001
N -0.7575 1.4732 2.2373  0.000
N -3.7558 0.0842 4.0553  0.000
C -3.8296 0.7625 5.2287  0.000
C -4.8390 0.2111 5.9748  0.000
C -5.3372 -0.8435 5.1775  0.000
C -6.4344 -1.8088 5.4853  0.000
N -4.6729 -0.9127 4.0382  0.000
H 0.9251 -4.3740 3.0968  0.000
H 1.0528 -3.2503 1.7271  0.000
H 2.0247 -3.0002 3.1921  0.000
H -0.2454 -3.1265 5.5178  0.000
H -2.1987 -1.2454 5.4964  0.000
H -5.2739 0.2924 1.9166  0.000
H -5.5458 -0.4663 -0.6835  0.000
H -3.7217 -1.2042 -2.5327  0.000
H -2.0066 -1.0547 -2.0927  0.000
H -2.8893 -2.5318 -1.7156  0.000
H -3.3340 2.8376 3.6051  0.000
H -1.4629 4.6292 2.7523  0.000
H 1.3885 3.8993 2.0752  0.000
H 1.5047 2.2715 1.3742  0.000
H 0.6907 3.5719 0.4892  0.001
H -3.1607 1.5765 5.4567  0.000
H -5.1782 0.5163 6.9504  0.000
H -7.1034 -1.3961 6.2386  0.000
H -7.0016 -2.0342 4.5839  0.000
H -6.0238 -2.7465 5.8630  0.000
C 4.4841 0.7567 -2.4373  0.057
As 2.8190 -0.2593 -2.5920  0.461
C 3.5157 -2.0665 -2.7139  0.045
C 2.1314 -0.0858 -4.4442  0.131
C 1.5007 1.2417 -4.8822  0.003
C 2.5604 2.3526 -4.8151  0.000
C 0.2894 1.6513 -4.0274  -0.001
As 0.6048 2.3807 -2.2072  0.034
C 1.1359 4.2461 -2.6316  0.007
C -1.2770 2.8954 -1.8988  0.013
C 1.0641 1.1023 -6.3500  0.004
As -0.1903 -0.2720 -7.0713  0.000
C 0.8699 -1.9195 -6.8305  0.001
C -1.4942 -0.6349 -5.6373  0.000
H 4.9138 0.9332 -3.4229  0.009
H 5.1646 0.1682 -1.8252  0.001
H 4.3015 1.7080 -1.9406  0.001
H 4.4454 -2.0305 -3.2835  0.011
H 2.8000 -2.7119 -3.2152  0.000
H 3.7241 -2.4495 -1.7192  0.001
H 1.4092 -0.9011 -4.4801  0.000
H 2.9732 -0.3291 -5.1014  0.019
H 2.8822 2.4924 -3.7831  0.000
H 2.1559 3.2974 -5.1816  0.000
H 3.4300 2.0946 -5.4236  0.000
H -0.3524 0.7836 -3.8698  0.000
H -0.2950 2.3976 -4.5747  0.000
H 0.7061 4.5728 -3.5788  0.001
H 2.2169 4.3689 -2.6629  0.000
H 0.7402 4.8769 -1.8348  0.000
H -1.6351 3.5119 -2.7243  0.001
H -1.3358 3.4749 -0.9757  0.000
H -1.9202 2.0254 -1.7909  0.000
H 1.9517 0.9603 -6.9780  0.000
H 0.6321 2.0565 -6.6668  0.001
H 1.9065 -1.7489 -7.1214  0.000
H 0.4639 -2.6921 -7.4828  0.000
H 0.8407 -2.2881 -5.8056  0.000
H -2.0749 0.2536 -5.3931  0.000
H -1.0285 -1.0362 -4.7361  0.000
H -2.1776 -1.3869 -6.0333  0.000
C 0.9462 0.1407 4.7199  0.000
C 2.0175 -0.3154 3.7965  0.000
N 1.9808 -0.2808 2.4812  0.000
C 3.2018 -0.7220 2.0436  0.008
C 3.9938 -1.0392 3.1197  0.001
N 3.2200 -0.7688 4.2168  0.000
C 5.3676 -1.5610 3.3143  0.000
O 6.0667 -1.7886 2.2299  0.000
O 5.7774 -1.7537 4.4369  0.000
C 3.5162 -0.7631 0.5886  0.010
O 4.6326 -1.1762 0.2120  -0.001
O 2.5774 -0.3546 -0.1580  0.149
H -0.0276 -0.0673 4.2835  0.000
H 1.0246 1.2196 4.8695  0.000
H 1.0260 -0.3577 5.6849  0.000
H 3.5316 -0.9330 5.1621  0.000
H 5.5476 -1.5485 1.4007  0.000
O 0.2412 -3.5863 -2.4678  0.005
N 0.1671 -2.6704 -1.6533  0.001
O 0.1652 -2.8860 -0.4205  0.002
O 0.0824 -1.4687 -2.0648  0.023

Record 5
Below is 2 unconnected molecules or ions with the total composition C22H47FN2O11P2S2, with properties calculated with ωB97M-V/def2-TZVPD.

Computed properties:
Charge: -2
E_HOMO (eV): -0.47
Energy (eV): -92043.238
HOMO-LUMO gap (eV): 3.832
Strongest force on any atom (eV Å⁻¹): 1.4

Each line ends with the Löwdin charge.
CARTESIAN COORDINATES (ANGSTROEM)
C 0.0686 -0.3480 5.5200  -0.163
C -0.5823 0.6418 4.5304  -0.401
P -0.3231 -0.0181 2.8414  1.032
C -1.3700 -1.4896 2.9423  -0.265
C -1.2938 1.1658 1.6901  -0.420
C -2.8291 0.8871 1.8045  -0.138
C -3.7307 2.0454 2.2757  -0.154
C -3.7600 2.1900 3.7743  -0.197
F -4.6191 3.2433 4.1366  -0.087
O -0.9754 2.4626 2.3010  -0.351
S -0.6199 3.8526 1.5857  0.911
O -1.0410 4.8529 2.5288  -0.377
O -1.7221 3.9614 0.3494  -0.310
C -1.1517 3.2735 -0.7971  -0.259
C -1.5767 1.8137 -0.7740  -0.320
P -1.7665 1.1586 -2.5250  0.856
N -2.7163 2.3663 -3.2872  -0.183
O -2.8992 0.0073 -2.2648  -0.288
C -0.7863 0.9132 0.1978  -0.425
C 0.7439 1.0405 0.1209  -0.128
C 1.4178 1.4823 -1.2007  -0.188
C 2.2642 0.3959 -1.8770  -0.208
C 3.2874 0.9965 -2.8605  -0.179
C 2.6324 1.2271 -4.2379  -0.171
C 2.9452 0.1307 -5.2414  -0.241
O 2.7537 -1.1436 -4.6599  -0.213
C 2.1528 -2.0746 -5.5180  -0.114
O -1.2630 -0.4147 0.0072  -0.148
C -0.5104 -1.2766 -0.8250  -0.194
C 0.3834 -2.2452 -0.0586  -0.175
N 1.4903 -2.6797 -0.9375  -0.044
C 2.7516 -2.7996 -0.2114  -0.209
C 3.8368 -3.4230 -1.0842  -0.413
C 4.4491 -2.4075 -2.0495  -0.032
O 4.8363 -4.0211 -0.2557  -0.049
H -0.7027 -0.9069 6.0449  0.075
H 0.6718 0.1889 6.2527  0.054
H 0.7309 -1.0530 5.0154  0.039
H -0.0607 1.5962 4.5890  0.062
H -1.6338 0.7830 4.7686  0.071
H -0.8447 -2.3688 3.3130  0.051
H -1.8720 -1.7655 2.0234  0.052
H -2.1669 -1.2420 3.6451  0.019
H -3.2314 0.5873 0.8398  0.099
H -3.0627 0.0582 2.4756  0.054
H -4.7410 1.7450 1.9856  0.123
H -3.5282 2.9890 1.7657  0.093
H -4.1300 1.2612 4.2178  0.102
H -2.7787 2.4143 4.1919  0.098
H -0.0741 3.4061 -0.7200  0.079
H -1.5028 3.8075 -1.6714  0.098
H -2.5999 1.8240 -0.3845  0.114
H -2.1202 2.8985 -3.9043  0.010
H -3.2585 2.9822 -2.6900  0.040
H -3.1122 -0.0712 -1.3249  0.050
H 1.0550 1.7352 0.8994  0.095
H 1.2198 0.1088 0.4181  0.076
H 0.7328 1.8906 -1.9393  0.058
H 2.1140 2.2944 -0.9654  0.110
H 1.6301 -0.2486 -2.4856  0.090
H 2.7566 -0.2206 -1.1242  0.081
H 3.6510 1.9532 -2.4881  0.101
H 4.1007 0.2808 -2.9778  0.089
H 1.5486 1.3061 -4.1360  0.102
H 2.9846 2.1634 -4.6788  0.108
H 2.2625 0.2458 -6.0927  0.115
H 3.9586 0.2349 -5.6463  0.121
H 2.2101 -3.0525 -5.0458  0.084
H 2.6587 -2.1321 -6.4882  0.084
H 1.0985 -1.8402 -5.6957  0.092
H 0.0674 -0.7620 -1.5936  0.076
H -1.2383 -1.8747 -1.3794  0.126
H -0.1984 -3.0980 0.2910  0.127
H 0.8029 -1.7681 0.8270  0.080
H 1.2741 -3.6025 -1.2926  0.106
H 2.6416 -3.4290 0.6822  0.126
H 3.0555 -1.8115 0.1447  0.110
H 3.3753 -4.2430 -1.6346  0.137
H 5.4850 -2.6942 -2.2360  0.079
H 3.9208 -2.4211 -2.9995  0.064
H 4.4443 -1.4042 -1.6281  0.061
H 5.3083 -3.3130 0.1832  0.083
O -6.1556 -1.8581 4.7726  -0.471
S -4.6905 -1.8507 4.5496  0.203
O -3.9668 -1.6451 5.8381  -0.484
O -4.3157 -0.7146 3.6227  -0.486
O -4.2507 -3.1306 3.9244  -0.480

Record 6
Below is 2 unconnected molecules or ions with the total composition C3H7O3, with properties calculated with ωB97M-V/def2-TZVPD.

Computed properties:
Charge: -1
E_HOMO (eV): -4.19
Energy (eV): -9368.184
Energy relative to the best compared isomer or geometry (same formula, charge and spin) (kcal/mol): 22.5
HOMO-LUMO gap (eV): 8.212
Strongest force on any atom (eV Å⁻¹): 2.4

Each line ends with the natural charge from an NBO analysis.
CARTESIAN COORDINATES (ANGSTROEM)
C 0.5203 1.9253 0.1134  -0.743
C -0.7789 1.2130 -0.4450  0.796
O -0.8575 -0.0240 -0.2684  -0.819
O -1.5604 2.0377 -0.9283  -0.760
H 1.4039 1.3297 -0.2214  0.185
H 0.4639 1.9303 1.1711  0.197
H 0.6192 2.9404 -0.2210  0.192
C 1.5413 -2.5741 0.3021  -0.230
O 0.4778 -2.0349 1.0081  -0.802
H -0.0873 -1.3474 0.4883  0.534
H 1.9432 -1.8108 -0.4287  0.155
H 2.3110 -2.7718 0.9904  0.147
H 1.1695 -3.4863 -0.0927  0.147